Molecular formula: C33H43N5O2PtS3SeSi
Method: DFT, wB97M-V/def2-TZVPD

Gap between HOMO and LUMO: 7.41 eV
Relative energy (zero: lowest compared OMol25 entry of this formula, charge and spin): 0.39 kJ/mol
E_HOMO: -7.4 eV

The geometry in XYZ format:
```
89
Properties=species:S:1:pos:R:3:forces:R:3:lowdin_charge:R:1
Pt 0.457 0.502 1.845 0.1 0.0 0.3 0.688
O 5.487 0.845 -1.037 0.2 -0.1 0.0 0.028
C 5.658 0.130 0.087 0.0 0.0 -0.1 -0.280
C 6.886 -0.515 0.258 0.0 0.0 0.0 -0.020
C 7.126 -1.281 1.379 0.0 0.0 0.0 -0.091
C 6.146 -1.428 2.358 0.0 0.0 0.0 -0.097
C 4.930 -0.795 2.192 0.0 0.0 0.0 -0.025
C 4.661 -0.009 1.069 0.0 0.0 0.0 -0.084
C 3.322 0.623 0.943 0.1 0.0 0.0 -0.445
O 2.494 0.365 1.890 -0.1 0.1 -0.2 -0.292
N 3.142 1.374 -0.124 -0.1 0.0 0.1 0.009
N 1.899 1.957 -0.212 -0.1 -0.1 0.0 -0.104
C 1.727 2.713 -1.209 0.0 -0.1 -0.1 -0.922
S 0.125 3.380 -1.533 0.0 0.1 0.0 0.887
C 0.732 4.595 -2.727 0.0 0.0 0.0 -0.535
C 1.824 3.932 -3.548 0.0 0.0 0.0 -0.537
S 2.968 3.098 -2.414 0.0 0.0 0.0 0.928
H 4.572 1.225 -0.987 -0.1 0.1 0.0 0.027
H 7.633 -0.392 -0.515 0.0 0.0 0.0 0.114
H 8.085 -1.772 1.493 0.0 0.0 0.0 0.100
H 6.333 -2.029 3.238 0.0 0.0 0.0 0.095
H 4.150 -0.893 2.934 0.0 0.0 0.0 0.113
H 1.118 5.464 -2.195 0.0 0.0 0.0 0.077
H -0.107 4.902 -3.351 0.0 0.0 0.0 0.075
H 2.397 4.667 -4.114 0.0 0.0 0.0 0.074
H 1.400 3.205 -4.239 0.0 0.0 0.0 0.070
C -4.574 5.240 3.038 0.0 0.0 0.0 -0.188
Si -2.776 4.741 2.859 0.0 0.0 0.0 0.507
C -1.863 5.135 4.439 0.0 0.0 0.0 -0.177
C -2.012 5.617 1.397 0.0 0.0 0.0 -0.177
C -2.744 2.881 2.527 0.1 0.0 0.0 -0.227
C -3.899 2.125 2.387 0.0 0.0 0.0 -0.072
C -3.858 0.757 2.111 0.0 0.0 0.0 -0.059
C -2.630 0.156 1.963 0.0 0.0 0.0 -0.121
N -1.503 0.859 2.086 0.0 0.1 -0.1 -0.200
C -1.536 2.181 2.375 0.0 0.0 0.0 -0.726
S 0.104 2.736 2.463 0.0 0.0 0.0 0.628
H -4.638 6.309 3.252 0.0 0.0 0.0 0.033
H -5.061 4.712 3.860 0.0 0.0 0.0 0.034
H -5.145 5.054 2.126 0.0 0.0 0.0 0.032
H -1.975 6.194 4.683 0.0 0.0 0.0 0.033
H -0.798 4.916 4.348 0.0 0.0 0.0 0.011
H -2.254 4.552 5.275 0.0 0.0 0.0 0.037
H -1.978 6.697 1.562 0.0 0.0 0.0 0.034
H -2.589 5.430 0.488 0.0 0.0 0.0 0.033
H -0.995 5.261 1.226 0.0 0.0 0.0 0.003
H -4.865 2.605 2.499 0.0 0.0 0.0 0.096
H -4.762 0.172 2.020 0.0 0.0 0.0 0.102
H -2.518 -0.901 1.762 0.0 0.0 0.0 0.089
C 3.109 -1.934 -1.489 0.0 0.0 0.0 -0.089
C 1.929 -2.275 -2.391 0.0 0.0 0.0 -0.238
C 1.085 -1.061 -2.772 0.0 0.0 0.0 -0.162
C 0.274 -0.475 -1.621 0.0 0.0 0.0 -0.146
N -0.765 -1.393 -1.149 0.0 0.0 0.0 0.012
C -0.763 -2.079 0.010 0.1 0.0 0.0 -0.608
Se 0.459 -1.949 1.423 -0.1 0.1 0.0 0.770
N -1.837 -2.902 0.013 0.0 0.0 0.0 -0.024
C -2.158 -3.852 1.074 0.0 0.0 0.0 -0.161
C -1.334 -5.133 1.023 0.0 0.0 0.0 -0.185
C -1.433 -5.934 -0.278 0.0 0.0 0.0 -0.240
C -0.489 -5.465 -1.383 0.0 0.0 0.0 -0.094
C -2.561 -2.719 -1.157 0.0 0.0 0.0 -0.161
C -3.736 -3.294 -1.623 0.0 0.0 0.0 -0.003
C -4.208 -2.848 -2.845 0.0 0.0 0.0 -0.075
C -3.535 -1.861 -3.574 0.0 0.0 0.0 -0.073
C -2.362 -1.293 -3.110 0.0 0.0 0.0 0.007
C -1.884 -1.748 -1.888 0.0 0.0 0.0 -0.141
H 3.708 -2.820 -1.274 0.0 0.0 0.0 0.083
H 2.777 -1.532 -0.532 0.0 0.0 0.0 0.030
H 3.760 -1.190 -1.955 0.0 0.0 0.0 0.079
H 1.294 -3.024 -1.904 0.0 0.0 0.0 0.084
H 2.290 -2.742 -3.311 0.0 0.0 0.0 0.109
H 0.412 -1.320 -3.595 0.0 0.0 0.0 0.101
H 1.736 -0.261 -3.137 0.0 0.0 0.0 0.119
H -0.222 0.450 -1.915 0.0 0.1 0.0 0.103
H 0.901 -0.247 -0.766 0.1 0.1 0.0 0.048
H -3.223 -4.071 0.986 0.0 0.0 0.0 0.124
H -1.989 -3.342 2.023 0.0 0.0 0.0 0.096
H -1.678 -5.746 1.860 0.0 0.0 0.0 0.117
H -0.289 -4.887 1.231 0.0 0.0 0.0 0.090
H -2.467 -5.929 -0.641 0.0 0.0 0.0 0.100
H -1.204 -6.977 -0.052 0.0 0.0 0.0 0.106
H -0.737 -4.471 -1.755 0.0 0.0 0.0 0.052
H -0.523 -6.144 -2.236 0.0 0.0 0.0 0.076
H 0.540 -5.436 -1.021 0.0 0.0 0.0 0.080
H -4.263 -4.055 -1.064 0.0 0.0 0.0 0.110
H -5.121 -3.269 -3.244 0.0 0.0 0.0 0.106
H -3.942 -1.536 -4.522 0.0 0.0 0.0 0.106
H -1.846 -0.525 -3.668 0.0 0.0 0.0 0.117
```
Forces are in eV/Å.